{"formula": "C24H38F12NbO6", "method": "ωB97M-V with the def2-TZVPD basis set", "symbols": ["C", "C", "C", "C", "C", "C", "C", "C", "C", "C", "C", "C", "Nb", "C", "C", "F", "C", "F", "F", "C", "F", "F", "C", "F", "F", "C", "F", "F", "F", "H", "H", "H", "H", "H", "H", "H", "H", "H", "H", "H", "H", "H", "H", "H", "H", "H", "H", "H", "H", "H", "H", "H", "H", "H", "H", "H", "H", "H", "H", "H", "H", "C", "C", "O", "C", "O", "O", "F", "H", "H", "H", "C", "C", "O", "C", "O", "O", "F", "H", "H", "H"], "coordinates": [[-1.9610, 6.6286, 1.8602], [-1.7687, 7.5560, 0.6564], [-2.8033, 7.3492, -0.4539], [-2.8531, 5.9272, -1.0240], [-1.8591, 5.7081, -2.1592], [-1.9142, 4.3044, -2.7533], [-1.2030, 4.1190, -4.1015], [0.0935, 4.9168, -4.2768], [1.2505, 4.4467, -3.3903], [1.4928, 2.9366, -3.4124], [2.9115, 2.5165, -2.9871], [2.9322, 1.5669, -1.7776], [2.7614, -0.5746, -2.3443], [4.3920, -1.3853, -0.9825], [4.0540, -1.8638, 0.4219], [4.7888, -1.1237, 1.3873], [1.9304, -2.7636, -2.8327], [2.7436, -3.1841, -3.8792], [0.6305, -2.7624, -3.3433], [1.8704, -4.0322, -1.9462], [1.6391, -5.1446, -2.6734], [3.0775, -4.1996, -1.3336], [0.7805, -4.0243, -0.8368], [-0.3916, -4.4504, -1.3371], [0.6149, -2.7895, -0.3326], [1.0779, -4.9415, 0.3750], [-0.0111, -5.0017, 1.1654], [2.0931, -4.4989, 1.1161], [1.3666, -6.1908, -0.0166], [-1.5708, 7.0712, 2.7800], [-3.0250, 6.4177, 2.0192], [-1.4558, 5.6686, 1.7261], [-1.8184, 8.5981, 0.9905], [-0.7623, 7.4220, 0.2396], [-3.7866, 7.6433, -0.0662], [-2.5776, 8.0363, -1.2813], [-3.8634, 5.6900, -1.3795], [-2.6422, 5.2094, -0.2202], [-2.0475, 6.4544, -2.9462], [-0.8482, 5.9084, -1.7810], [-1.4964, 3.5907, -2.0305], [-2.9696, 4.0259, -2.8671], [-0.9525, 3.0589, -4.2196], [-1.9002, 4.3586, -4.9136], [-0.1136, 5.9746, -4.0679], [0.4064, 4.8683, -5.3268], [2.1641, 4.9644, -3.7101], [1.0726, 4.7686, -2.3541], [0.7816, 2.4283, -2.7522], [1.2739, 2.5584, -4.4191], [3.4897, 3.4199, -2.7351], [3.4234, 2.0643, -3.8442], [2.1572, 1.8927, -1.0740], [3.8873, 1.6409, -1.2336], [3.6939, -0.4398, -3.9407], [1.4129, -0.0864, -3.4974], [1.3011, -0.4698, -1.2401], [5.0972, -0.5467, -0.8798], [4.9401, -2.1823, -1.5049], [4.3152, -2.9117, 0.5873], [3.0059, -1.7321, 0.7137], [-3.0962, -5.3398, 1.9316], [-3.7626, -6.0825, 3.0762], [-4.4410, -5.0614, 3.7590], [-4.6823, -4.0334, 2.8842], [-5.4086, -3.1274, 3.1075], [-3.9871, -4.2361, 1.7488], [-2.8656, -6.6645, 3.9204], [-2.1194, -4.9719, 2.2444], [-3.0097, -5.9014, 1.0078], [-4.4789, -6.8499, 2.7770], [-0.8963, -6.0033, 6.5178], [0.5449, -6.4165, 6.2652], [1.1426, -6.2226, 7.5298], [0.1807, -6.2831, 8.4901], [0.3898, -6.3532, 9.6540], [-1.0416, -6.2688, 7.9143], [1.1614, -5.6397, 5.3493], [-1.0020, -4.9323, 6.3352], [-1.6348, -6.5617, 5.9546], [0.6781, -7.4603, 5.9736]], "atomic_forces_ev_per_a": [[-0.07, -0.08, 0.03], [0.17, 0.03, -0.09], [-0.03, 0.10, -0.09], [-0.01, -0.15, 0.15], [0.13, 0.16, -0.06], [0.03, -0.22, 0.22], [0.10, -0.12, -0.11], [-0.15, 0.12, 0.09], [0.07, 0.11, 0.18], [-0.10, -0.19, -0.12], [0.20, 0.13, -0.10], [-0.80, -0.25, 0.34], [1.97, 1.02, 0.84], [-0.12, -0.84, -0.18], [-0.08, 0.12, 0.22], [0.01, -0.09, -0.05], [-1.12, -0.22, 0.40], [0.08, 0.22, -0.01], [0.15, 0.06, -0.19], [0.27, 0.41, 0.36], [0.08, -0.23, -0.19], [0.02, -0.12, 0.02], [0.11, 0.25, 0.12], [-0.21, 0.00, -0.12], [-0.02, -0.03, 0.02], [0.49, -0.34, 0.08], [0.08, 0.01, -0.06], [-0.26, 0.05, -0.06], [-0.16, 0.17, 0.02], [0.01, -0.02, -0.09], [0.11, 0.05, 0.03], [-0.09, 0.08, -0.02], [-0.02, -0.07, -0.06], [-0.08, 0.01, 0.10], [0.07, -0.10, -0.01], [-0.10, 0.00, 0.14], [0.09, 0.09, 0.00], [-0.10, 0.01, -0.13], [-0.03, -0.09, 0.11], [-0.07, 0.04, -0.12], [-0.05, 0.14, -0.01], [0.11, -0.06, -0.02], [-0.21, 0.09, -0.05], [0.11, 0.12, 0.06], [0.12, -0.08, -0.12], [-0.04, -0.10, 0.08], [-0.09, -0.03, 0.01], [0.07, -0.04, -0.09], [-0.02, 0.07, -0.13], [0.10, -0.01, 0.11], [-0.08, -0.09, -0.03], [0.00, 0.07, 0.09], [0.19, 0.01, 0.03], [0.02, -0.17, -0.13], [-0.77, 0.18, -0.13], [0.07, -0.58, -0.04], [-0.10, 0.05, -0.99], [-0.18, 0.05, -0.12], [0.09, 0.15, 0.05], [-0.03, 0.05, -0.10], [0.11, 0.07, -0.05], [0.00, 0.04, 0.15], [-0.10, -0.05, -0.16], [-0.19, 0.00, 0.08], [0.06, -0.01, 0.07], [0.08, -0.05, -0.02], [0.00, 0.12, -0.11], [0.12, 0.08, 0.01], [0.02, -0.04, -0.02], [-0.06, 0.01, -0.03], [0.07, -0.07, 0.01], [0.15, 0.07, -0.04], [-0.13, -0.19, 0.08], [0.16, -0.13, 0.06], [0.00, 0.07, -0.01], [-0.02, 0.03, -0.09], [-0.12, 0.02, 0.09], [-0.01, 0.16, 0.02], [-0.04, -0.01, -0.05], [0.01, -0.05, 0.05], [0.00, 0.03, -0.10]], "lowdin_charge": [-0.1206, -0.2696, -0.2315, -0.2213, -0.2341, -0.2059, -0.2119, -0.2250, -0.2187, -0.2504, -0.3289, -0.3978, 1.2986, -0.3350, -0.3101, -0.1196, -0.4764, -0.0360, -0.0439, -0.4098, 0.1260, 0.0970, -0.3698, 0.1484, 0.1167, -0.5300, 0.1436, 0.1737, 0.1716, 0.0639, 0.0743, 0.0687, 0.0976, 0.1020, 0.1044, 0.1048, 0.1106, 0.1058, 0.1166, 0.1052, 0.1160, 0.1080, 0.1003, 0.1055, 0.0935, 0.1084, 0.1045, 0.1052, 0.0905, 0.1052, 0.0906, 0.0629, 0.0260, 0.0353, -0.0970, -0.0949, -0.0585, 0.0323, 0.0275, 0.0890, 0.0786, -0.0405, -0.3118, 0.1259, -0.5452, 0.1883, 0.0837, 0.0556, 0.1299, 0.1443, 0.1704, -0.0453, -0.3165, 0.1321, -0.5540, 0.1784, 0.0711, 0.0825, 0.1482, 0.1187, 0.1716], "energy_ev": -71946.2015, "homo_lumo_gap_ev": 7.12, "lumo_ev": 1.8581, "total_charge": -1}